DFT (ωB97M-V with the def2-TZVPD basis set) results for a molecular structure, C63H147N4O33P3.

CARTESIAN COORDINATES (ANGSTROEM)
C 2.2306 -3.1247 -9.2197
C 1.0210 -2.8178 -8.2185
N 1.4226 -2.5930 -6.8045
C 0.2280 -2.4637 -5.9089
C -0.3792 -1.1004 -5.9752
C 2.4786 -1.6899 -6.7035
C 2.9715 -1.4397 -5.2806
H 2.4590 -4.1550 -8.9469
H 3.1106 -2.5072 -9.0392
H 1.7735 -3.0205 -10.2037
H 0.4923 -1.9031 -8.4867
H 0.2461 -3.5803 -8.2976
H -0.5827 -3.1318 -6.1998
H 0.5412 -2.7288 -4.8991
H -1.1227 -0.9205 -6.7517
H -0.8450 -1.0105 -4.9939
H 0.3828 -0.3242 -5.9041
H 2.1636 -0.7631 -7.1830
H 3.3490 -2.1076 -7.2096
H 2.3930 -0.7393 -4.6782
H 3.9680 -1.0124 -5.3915
H 2.9828 -2.3749 -4.7208
C -3.3769 8.6392 4.4855
C -2.9724 7.2389 4.9735
N -2.7911 6.3575 3.8391
C -1.4104 5.8011 3.6564
C -1.1552 5.3750 2.2881
C -3.7447 5.2424 3.9634
C -5.1192 5.7539 3.5655
H -2.6097 9.2693 4.0355
H -3.6787 9.3034 5.2953
H -4.1978 8.6421 3.7684
H -1.9796 7.2934 5.4201
H -3.5843 6.8250 5.7750
H -0.7290 6.6510 3.6945
H -1.0909 5.2297 4.5279
H -1.6372 4.4187 2.0844
H -1.4905 6.0821 1.5293
H -0.0798 5.2154 2.2102
H -3.7862 4.8957 4.9959
H -3.5106 4.4269 3.2790
H -5.6261 5.9845 4.5025
H -5.7857 5.0699 3.0401
H -5.1043 6.6529 2.9493
C 6.4399 -3.5338 2.3261
C 5.8271 -4.8094 2.9109
N 4.5411 -5.2275 2.3067
C 4.0285 -6.4459 2.8954
C 3.3846 -6.1340 4.1902
C 4.7746 -5.4046 0.7623
C 5.7274 -6.5103 0.3830
H 6.9920 -3.9316 1.4746
H 7.2037 -3.1743 3.0155
H 5.6031 -2.8571 2.1528
H 6.4904 -5.6724 2.8539
H 5.6305 -4.5940 3.9612
H 3.2838 -6.9189 2.2553
H 4.9151 -7.0792 2.9274
H 3.5807 -7.0179 4.7972
H 3.8133 -5.3867 4.8580
H 2.3171 -5.9150 4.1692
H 5.2053 -4.4372 0.5039
H 3.9059 -5.4539 0.1058
H 5.7613 -7.4750 0.8894
H 6.7337 -6.0916 0.3710
H 5.5207 -6.8152 -0.6429
C -6.6575 -7.6950 -2.0662
C -5.6424 -6.5975 -1.8195
N -5.9733 -5.3072 -2.3542
C -5.9210 -5.0888 -3.8456
C -4.5988 -5.2376 -4.3430
C -7.2116 -4.5900 -1.7274
C -7.1721 -4.6790 -0.2087
H -6.7978 -7.6339 -3.1454
H -7.5770 -7.7263 -1.4815
H -6.3096 -8.6923 -1.7967
H -5.3065 -6.5839 -0.7827
H -4.7899 -7.0100 -2.3591
H -6.3425 -4.1532 -4.2131
H -6.5993 -5.7847 -4.3392
H -3.8462 -5.0113 -3.5876
H -4.4769 -4.5045 -5.1404
H -4.3636 -6.2500 -4.6712
H -7.2315 -3.5312 -1.9856
H -8.1764 -4.9972 -2.0298
H -7.4639 -5.6361 0.2237
H -6.1258 -4.6877 0.0967
H -7.6691 -3.8795 0.3408
C 1.2542 2.1988 1.6486
C 0.7692 2.0793 0.1405
O 0.0141 0.8613 0.0239
P 0.7041 -0.4435 -0.6480
O 1.5092 -0.1662 -1.8462
O -0.6008 -1.4672 -0.8688
C -1.8082 -1.2001 -1.5887
C -2.5997 -2.5259 -1.7520
O 1.4559 -1.0980 0.6483
C 1.8723 -2.4380 0.6466
C 0.9538 -3.1044 1.6159
H 0.5236 2.5528 2.3759
H 1.5992 1.2694 2.1016
H 2.0849 2.9034 1.6888
H 0.1836 2.9861 -0.0106
H 1.5165 2.0797 -0.6529
H -2.4143 -0.5897 -0.9192
H -1.6390 -0.6408 -2.5088
H -2.7883 -3.1094 -0.8509
H -3.6070 -2.4090 -2.1519
H -2.0543 -3.1899 -2.4226
H 1.9710 -2.9755 -0.2965
H 2.9039 -2.4347 0.9988
H 1.2582 -2.6469 2.5572
H -0.1001 -2.8340 1.5499
H 1.1108 -4.1821 1.6614
C 4.2971 -2.3924 5.7061
C 3.9306 -1.3693 6.8256
O 3.5250 -0.2810 6.1552
P 1.9424 0.0510 6.0197
O 1.1145 -0.2458 7.2096
O 1.9148 1.5957 5.5910
C 3.0925 2.3946 5.2500
C 2.4708 3.6492 4.6342
O 1.6002 -0.7509 4.6900
C 0.3408 -0.4004 4.1967
C -0.6184 -1.4313 4.7528
H 3.5824 -2.5227 4.8935
H 5.2799 -2.0288 5.4060
H 4.5610 -3.3381 6.1795
H 3.2071 -1.7682 7.5366
H 4.8374 -1.1302 7.3812
H 3.6638 2.6630 6.1386
H 3.8146 1.9297 4.5788
H 1.4030 3.6212 4.4172
H 2.4689 4.5119 5.3004
H 3.0161 3.9622 3.7438
H 0.0235 0.6378 4.2943
H 0.3360 -0.6075 3.1266
H -0.6090 -1.4218 5.8427
H -1.6556 -1.3438 4.4294
H -0.1815 -2.3913 4.4778
C 0.2666 5.5865 -2.3348
C 0.3242 6.4180 -0.9953
O -0.7468 7.2464 -0.9551
P -0.7053 8.8694 -1.3249
O -2.0421 9.4348 -1.6146
O 0.0382 9.4799 0.0190
C -0.8114 9.4345 1.1990
C -0.8700 10.7570 1.9985
O 0.4629 9.1552 -2.5159
C 0.3494 10.3534 -3.2928
C 1.4817 11.2978 -2.9812
H 0.9640 4.7507 -2.2784
H -0.6805 5.0534 -2.4184
H 0.4312 6.1137 -3.2745
H 0.0670 5.6296 -0.2879
H 1.2448 6.8829 -0.6426
H -1.8687 9.2342 1.0255
H -0.4737 8.5604 1.7560
H -0.9617 11.5765 1.2858
H -1.5656 10.7173 2.8367
H 0.0585 10.8935 2.5530
H 0.2758 10.2600 -4.3763
H -0.5554 10.8506 -2.9432
H 1.1636 12.2763 -3.3408
H 1.6681 11.5003 -1.9265
H 2.4065 10.9269 -3.4229
C 2.7170 -5.2614 -5.2818
O 2.9524 -4.8187 -3.9658
C 2.4193 -5.3407 -2.9575
O 1.5750 -6.2048 -2.8931
O 3.0603 -4.7983 -1.8057
C 3.8590 -3.6539 -1.8643
H 3.2530 -4.7735 -6.0959
H 1.6377 -5.1670 -5.4016
H 2.8780 -6.3390 -5.3111
H 3.2581 -2.7758 -2.1004
H 4.5279 -3.6977 -2.7238
H 4.5072 -3.5316 -0.9965
C 5.2619 6.1354 1.4511
O 5.2326 4.7312 1.7570
C 5.1590 3.8016 0.7816
O 5.2114 3.9624 -0.4520
O 5.1209 2.5564 1.3994
C 4.9771 1.3329 0.6403
H 4.8620 6.6755 2.3092
H 4.8352 6.3322 0.4676
H 6.3314 6.2867 1.3048
H 5.0267 0.4818 1.3194
H 5.8478 1.4193 -0.0098
H 4.0279 1.3657 0.1055
C -6.6433 2.3324 4.5908
O -5.8801 2.2264 3.3980
C -4.7275 1.5590 3.5061
O -4.2309 0.9817 4.5382
O -4.2126 1.7019 2.3338
C -3.1112 0.8395 1.9008
H -6.7937 1.3980 5.1315
H -7.6106 2.7293 4.2827
H -6.2289 3.1161 5.2250
H -2.7245 0.9688 0.8899
H -3.3936 -0.1991 2.0730
H -2.1947 0.9013 2.4875
C 0.4479 2.2170 -4.0018
O -0.7439 2.0240 -3.3008
C -1.9578 1.8814 -3.7012
O -2.2888 1.6749 -4.9104
O -2.7560 2.1999 -2.6805
C -4.1694 2.0708 -2.9352
H 1.1164 2.9247 -3.5117
H 0.2212 2.4795 -5.0352
H 0.9708 1.2607 -3.9875
H -4.4477 1.0248 -2.8065
H -4.4631 2.4038 -3.9306
H -4.7837 2.6014 -2.2078
C -5.8819 -2.0489 5.1857
O -4.9208 -2.5176 4.2966
C -5.2388 -3.2510 3.1297
O -6.3370 -3.7593 2.8059
O -4.1589 -3.5302 2.5122
C -3.7850 -4.6274 1.7300
H -6.5029 -1.4003 4.5678
H -5.4151 -1.5054 6.0072
H -6.5474 -2.8517 5.5031
H -3.8455 -4.4555 0.6553
H -4.3062 -5.5324 2.0419
H -2.7468 -4.9082 1.9074
C 3.9326 1.7938 -3.5529
O 3.9978 2.8936 -4.4787
C 3.5164 2.5490 -5.7764
O 2.8651 1.5418 -6.0511
O 3.9186 3.4971 -6.6244
C 3.5564 3.5900 -7.9254
H 4.8918 1.2849 -3.6481
H 3.2903 0.9290 -3.7189
H 3.7785 2.0986 -2.5177
H 3.4335 2.6279 -8.4229
H 4.2952 4.1494 -8.4993
H 2.6780 4.2116 -8.0987
C -0.1645 -8.3268 3.7485
O 0.0185 -7.2747 2.7844
C -0.6829 -7.2562 1.5986
O -1.4079 -8.1130 1.0823
O -0.0917 -6.1560 0.8970
C -0.3725 -5.8154 -0.4005
H 0.3499 -9.2648 3.5394
H -1.2273 -8.5098 3.5901
H -0.0016 -7.9279 4.7497
H -1.3755 -5.4087 -0.5294
H -0.4535 -6.6429 -1.1054
H 0.4041 -5.1438 -0.7665

Expectation value of S²: 0.75
Frontier orbital gap (alpha / beta), eV: 7.26 / 3.01
Net charge: +1
Multiplicity: 2
LUMO level (alpha / beta), eV: -2.240 / -6.496
HOMO (alpha / beta), Eh: -0.3492 / -0.3492



DFT (ωB97M-V with the def2-TZVPD basis set) results for a molecular structure, C31H29AgAsIP.

CARTESIAN COORDINATES (ANGSTROEM)
Ag 1.5272 0.4736 -1.6909
I -0.2992 1.7285 -3.6818
C -2.1550 1.6490 -2.6919
C -3.1283 1.2687 -3.5703
C -4.4910 1.3295 -3.2153
C -4.8258 1.8362 -2.0027
C -3.8313 2.2394 -1.0753
C -4.2663 2.8046 0.1480
C -3.3785 3.2199 1.0859
C -2.0092 2.9998 0.8555
C -1.5215 2.4256 -0.2937
P 0.2617 1.9956 -0.1423
C 1.0700 3.5824 0.2398
C 1.3835 4.4063 -0.8417
C 1.9518 5.6547 -0.6308
C 2.2315 6.0809 0.6625
C 1.9363 5.2594 1.7416
C 1.3555 4.0129 1.5329
C 0.3470 0.9954 1.3886
C -0.7561 0.4094 1.9975
C -0.5919 -0.4398 3.0916
C 0.6734 -0.6959 3.5946
C 1.7857 -0.1000 3.0014
C 1.6239 0.7244 1.8972
C -2.4362 2.0959 -1.3585
H -2.8579 0.9422 -4.5665
H -5.2474 1.0136 -3.9244
H -5.8665 1.9458 -1.7159
H -5.3335 2.9116 0.3090
H -3.7103 3.6750 2.0126
H -1.3160 3.2626 1.6452
H 1.1702 4.0768 -1.8541
H 2.1809 6.2927 -1.4755
H 2.6825 7.0526 0.8284
H 2.1545 5.5888 2.7509
H 1.1292 3.3801 2.3837
H -1.7549 0.6097 1.6254
H -1.4627 -0.8891 3.5568
H 0.7972 -1.3544 4.4492
H 2.7785 -0.2813 3.3997
H 2.4960 1.1695 1.4332
C 3.4911 -3.0023 -0.9983
As 1.8981 -2.0212 -1.4518
C 1.2492 -3.0048 -2.9856
C 0.6252 -2.5354 -0.0531
C 0.6241 -4.0026 0.2724
C 1.4455 -4.4988 1.2863
C 1.4803 -5.8584 1.5720
C 0.6870 -6.7414 0.8487
C -0.1456 -6.2568 -0.1528
C -0.1764 -4.8971 -0.4371
H 3.2266 -4.0494 -0.8811
H 3.9133 -2.6216 -0.0714
H 4.2165 -2.8856 -1.7991
H 1.3037 -4.0737 -2.7981
H 1.8500 -2.7518 -3.8535
H 0.2174 -2.7185 -3.1748
H -0.3423 -2.1972 -0.4190
H 0.8747 -1.9336 0.8150
H 2.0593 -3.8106 1.8605
H 2.1215 -6.2280 2.3654
H 0.7051 -7.8002 1.0760
H -0.7809 -6.9382 -0.7085
H -0.8406 -4.5252 -1.2116

Frontier orbital gap, eV: 8.25
Net charge: +1
LUMO level, eV: -2.667
HOMO, Eh: -0.4012



DFT (ωB97M-V with the def2-TZVPD basis set) results for a molecular structure, C20H28HgNO2S.

CARTESIAN COORDINATES (ANGSTROEM)
O 0.6222 0.4980 -3.5225
C 0.5549 1.6973 -4.3355
C 0.4129 0.9429 -5.6558
H 1.4760 2.2851 -4.2398
H -0.3279 2.2861 -4.0679
C 0.5431 -0.2910 -4.7347
H 1.2257 1.0770 -6.3680
H -0.5783 1.0419 -6.1110
C 1.7835 -1.1305 -4.9427
H 2.6943 -0.5375 -4.8276
H 1.7613 -1.5545 -5.9571
H 1.7849 -1.9641 -4.2269
C -0.6816 -1.1640 -4.7846
H -1.5783 -0.5833 -4.5379
H -0.5565 -2.0281 -4.1185
H -0.7824 -1.5421 -5.8125
Hg 0.1635 0.3323 3.1744
C -2.8460 -0.3929 4.5250
C -2.2484 0.8796 4.4699
C -1.9931 1.2038 3.0724
H -2.0229 1.5372 5.3047
C -2.5645 0.1140 2.2906
C -3.0390 -0.8603 3.1872
H -3.5299 -1.7895 2.9187
H -3.1608 -0.9165 5.4250
H -1.7312 2.1898 2.6906
H -2.6288 0.0934 1.2031
C 1.3876 -2.2825 4.5437
C 0.6274 -2.9736 3.5616
C 0.8408 -2.3731 2.3024
H 0.0156 -3.8518 3.7554
C 1.7342 -1.2408 2.4934
C 2.0877 -1.2277 3.9114
H 2.8442 -0.5805 4.3567
H 1.4460 -2.5323 5.5997
H 0.4406 -2.7063 1.3482
H 2.2839 -0.7468 1.6987
O 1.4241 0.5469 -1.1707
C 0.1322 -0.1077 -0.9891
C -0.9713 0.9494 -1.1600
H 0.0991 -0.4966 0.0592
H 0.0191 -0.9504 -1.6750
C -0.2174 2.3036 -1.1495
H -1.6312 0.9181 -0.2882
H -1.5809 0.7696 -2.0512
C 1.1565 1.8665 -0.5757
H -0.7830 3.0547 -0.5774
H -0.0609 2.6763 -2.1655
H 1.0217 1.7716 0.5326
H 2.0146 2.5222 -0.7725
S 0.9601 2.0727 4.9967
C 0.9713 0.9923 6.2561
N 0.9856 0.2020 7.1403

Frontier orbital gap, eV: 6.51
Net charge: -1
ΔE to the lowest compared entry with this formula, charge and spin, kcal per mole: 0.0
LUMO level, eV: 2.200
HOMO, Eh: -0.1583



DFT (ωB97M-V with the def2-TZVPD basis set) results for C4H11NO2 in the gas phase.

CARTESIAN COORDINATES (ANGSTROEM)
N -0.5073 0.7017 1.3266
C -0.0934 -0.1797 0.3216
C -1.0416 -1.4432 0.4638
O -0.5245 -1.9562 1.7498
C -0.3690 0.4656 -1.0758
C 0.5960 1.6228 -1.2565
O 1.9439 0.9103 -1.5141
H -1.4683 0.7756 1.4135
H -0.0539 0.4039 2.1939
H 0.9475 -0.4561 0.3411
H -2.1169 -1.0153 0.5788
H -0.9374 -2.3301 -0.3116
H -0.5128 -2.9273 1.7383
H -0.2456 -0.2735 -1.8589
H -1.3852 0.6440 -1.1736
H 0.4159 2.3411 -2.1660
H 0.7097 2.2079 -0.3372
H 2.2905 1.2927 -2.3077

Frontier orbital gap, eV: 9.82
SMILES: N[C@@H](CO)CCO
ΔE to the lowest compared entry with this formula, charge and spin, kcal per mole: 56.0
LUMO level, eV: 0.934
HOMO, Eh: -0.3266



We obtain DFT total energy values of -169099.2151; -114840.2212; -41787.1059; -9909.8122 eV for the records listed above, in that order.